A.
The following is a DFT calculation (wB97M-V/def2-TZVPD) of a structure of composition C4H7NO2S.

Element x y z (Å)
O  -0.54576  2.02174  0.26869
C  -0.70439  0.83502  0.11227
N  -1.89167  0.32745  -0.34539
C  -2.20447  -0.94122  -0.78950
O  -3.32262  -1.27088  -1.06123
C  0.41147  -0.13683  0.38197
C  1.76606  0.56967  0.67765
S  3.30861  -1.37186  -0.79655
H  -2.64959  0.99682  -0.43779
H  -1.32438  -1.58631  -0.92913
H  0.65898  -0.75718  -0.47975
H  0.21696  -0.86484  1.17064
H  1.95277  0.61902  1.74277
H  1.73922  1.57887  0.27241
H  2.58881  -0.01947  0.21294

Summary:
**E_LUMO**: -3.22 eV
**HOMO-LUMO gap**: 6.7 eV
**Charge**: 0



B.
The following is a DFT calculation (wB97M-V/def2-TZVPD) of a structure of composition C4H7NO2S.

Element x y z (Å)
C  -1.25340  -0.14989  1.33731
C  -1.11513  0.03409  -0.18883
C  0.61287  -1.29041  -1.06943
C  1.07234  1.47377  -0.37499
H  -0.03181  0.47058  1.69502
H  -1.22100  -1.52686  2.15818
H  -2.26321  0.58118  1.70336
H  -2.04766  0.52124  -0.73743
H  0.92943  -2.23260  -1.44014
H  1.17132  -0.30060  -1.63105
H  1.40414  2.48185  -0.32143
N  2.10899  0.77372  0.00653
O  -0.75592  -1.14638  -1.03775
O  -0.29823  1.22798  -0.61752
S  1.68726  -0.91768  0.51817

Summary:
**E_LUMO**: 0.31 eV
**HOMO-LUMO gap**: 9.1 eV
**Charge**: 0



The most stable of them is A.



A.
The following is a DFT calculation (wB97M-V/def2-TZVPD) of a cluster of 4 separate species, C3H12IN6O3 in total.

Element x y z (Å)
I  1.01003  1.27082  -1.95042
C  -0.96715  -2.45088  -3.37638
O  -1.20703  -1.59037  -4.19183
N  -1.32796  -3.73654  -3.45389
N  -0.51628  -2.19216  -2.15468
H  -1.77378  -4.03207  -4.31064
H  -1.21588  -4.27363  -2.60590
H  -0.16864  -1.24407  -2.17456
H  -0.45663  -2.97294  -1.51678
C  2.30168  2.15187  2.40514
O  2.51584  2.89918  3.37334
N  1.80736  0.93111  2.56306
N  2.66742  2.52618  1.18303
H  1.65968  0.29686  1.79103
H  1.62917  0.54872  3.48072
H  2.83692  3.50302  0.99030
H  2.39726  1.93986  0.40628
C  -1.74263  0.72955  1.60651
O  -2.36019  0.56910  2.61912
N  -1.28267  1.89443  1.21649
N  -1.37859  -0.25100  0.80319
H  -0.56366  1.94816  0.50922
H  -1.36831  2.67202  1.85533
H  -1.57008  -1.22954  0.96415
H  -0.92589  0.09232  -0.03186

Summary:
**E_LUMO**: 2.76 eV
**HOMO-LUMO gap**: 7.6 eV
**Charge**: -1



B.
The following is a DFT calculation (wB97M-V/def2-TZVPD) of a cluster of 4 separate species, C3H12IN6O3 in total.

Element x y z (Å)
I  -13.70399  -27.90149  6.00696
C  -10.57326  -26.12629  3.10092
O  -10.03832  -26.22724  1.98225
N  -10.89070  -27.21439  3.84964
N  -10.96610  -24.91621  3.59942
H  -10.72219  -28.08649  3.38286
H  -11.55908  -27.19055  4.61594
H  -10.73999  -24.14154  3.00801
H  -11.07051  -24.89792  4.60093
C  -16.09829  -30.80344  3.40859
O  -16.64869  -31.61709  2.65915
N  -14.79121  -30.43662  3.33313
N  -16.76827  -30.22690  4.45826
H  -14.19292  -30.65626  2.56347
H  -14.50017  -29.71360  3.97325
H  -17.67556  -30.63034  4.60917
H  -16.33206  -29.69454  5.19394
C  -10.19470  -24.84141  7.62013
O  -10.34080  -24.13673  6.61872
N  -11.02506  -25.88454  7.88906
N  -9.26894  -24.57159  8.59234
H  -10.91592  -26.37881  8.75093
H  -11.60595  -26.23295  7.14262
H  -8.51124  -23.96887  8.31285
H  -9.02961  -25.12738  9.38897

Summary:
**E_LUMO**: 2.71 eV
**HOMO-LUMO gap**: 7.6 eV
**Charge**: -1



The most stable of them is B.



A.
The following is a DFT calculation (wB97M-V/def2-TZVPD) of a structure of composition CH2BrI.

Element x y z (Å)
C  -0.12818  -0.02727  -0.36309
Br  0.14287  1.76406  0.12535
I  -1.97571  -0.84220  0.07037
H  1.63589  -0.59577  1.46783
H  0.32512  -0.29882  -1.30046

Summary:
**E_LUMO (alpha / beta)**: -0.88 / -0.39 eV
**HOMO-LUMO gap (alpha / beta)**: 9.1 / 8.2 eV
**Charge**: 0



B.
The following is a DFT calculation (wB97M-V/def2-TZVPD) of a structure of composition CH2BrI.

Element x y z (Å)
C  1.13070  0.22989  0.21978
Br  1.52369  -0.78558  -1.27596
I  0.52921  -0.93227  1.92586
H  -1.70471  0.60606  -0.74316
H  -1.47889  0.88190  -0.12653

Summary:
**E_LUMO**: -1.51 eV
**HOMO-LUMO gap**: 7.6 eV
**Charge**: 0



The most stable of them is B.



A.
The following is a DFT calculation (wB97M-V/def2-TZVPD) of a cluster of 2 separate species, C4H9N3 in total.

Element x y z (Å)
C  1.35321  0.45702  -1.62137
N  1.70885  -0.03060  1.93625
C  0.79012  0.12981  0.93665
C  0.73056  0.16810  -0.31975
H  1.45508  0.28272  2.85872
H  2.68753  0.12824  1.73127
H  0.89923  1.32583  -2.10800
H  1.29628  -0.38539  -2.32003
H  2.41138  0.68083  -1.45360
N  -2.07791  -0.18990  1.08190
C  -2.10506  -0.47056  -0.23188
N  -1.19844  -0.00210  -1.02049
H  -2.61558  -0.77738  1.69711
H  -1.13153  0.11455  1.39623
H  -1.28609  -0.31634  -1.98066
H  -2.91763  -1.11482  -0.58236

Summary:
**E_LUMO**: 0.96 eV
**HOMO-LUMO gap**: 8.2 eV
**Charge**: 0
**Structure (SMILES)**: [H]/N=C/N.CC#CN



B.
The following is a DFT calculation (wB97M-V/def2-TZVPD) of a cluster of 2 separate species, C4H9N3 in total.

Element x y z (Å)
C  -0.42977  -0.28190  -0.42225
C  2.00456  0.30740  -0.03034
C  -1.73609  -0.97519  -0.02050
N  0.15308  0.48846  0.69345
N  -0.47031  1.67636  0.86746
C  0.68191  -1.19609  -0.80488
N  1.06924  -2.26919  -1.09762
H  -0.59708  0.35947  -1.29976
H  -1.01611  2.10453  0.12123
H  -0.63214  1.96565  1.82492
H  2.52969  0.21293  -0.97958
H  2.44667  -0.29504  0.76001
H  2.17826  1.36699  0.16788
H  -1.56588  -1.67038  0.80520
H  -2.12303  -1.54650  -0.86687
H  -2.49299  -0.24748  0.28165

Summary:
**E_LUMO (alpha / beta)**: 0.13 / 0.13 eV
**HOMO-LUMO gap (alpha / beta)**: 8.5 / 8.5 eV
**Charge**: 0



C.
The following is a DFT calculation (wB97M-V/def2-TZVPD) of the molecule C4H9N3.

Element x y z (Å)
C  -0.32722  -1.48990  1.02856
C  0.05289  0.74632  -0.26477
C  0.40583  -0.33254  0.42205
N  0.83961  1.61757  -0.98481
N  1.91019  -0.55550  0.59239
C  -1.55493  1.10106  -0.33469
N  -2.55658  0.41235  -0.73651
H  0.42212  2.43888  -1.40645
H  1.67700  1.21177  -1.37692
H  2.52304  0.15643  0.21510
H  2.20590  -1.48426  0.29678
H  -2.31185  -0.57682  -0.77225
H  -1.81109  2.17727  -0.27540
H  -1.40347  -1.37198  1.08388
H  -0.11482  -2.40343  0.46509
H  0.04339  -1.64721  2.04795

Summary:
**E_LUMO**: 0.93 eV
**HOMO-LUMO gap**: 8.6 eV
**Charge**: 0
**Structure (SMILES)**: [H]/N=C\C(N)=C(/C)N



The most stable of them is C.



A.
The following is a DFT calculation (wB97M-V/def2-TZVPD) of the molecule C6H10OS.

Element x y z (Å)
C  -2.58395  -1.73154  0.21785
C  -1.35080  -0.85866  -0.12199
C  -1.01839  0.39731  -0.40505
C  0.52303  0.65586  -0.55584
C  0.84476  1.78907  0.55155
C  2.58660  -0.23055  -0.28540
H  -2.60875  -2.65803  -0.46695
H  -2.12302  -1.96804  1.43224
H  -3.54845  -1.21575  0.12503
H  -0.23542  -1.45127  -0.10418
H  -1.60155  1.35333  -0.58642
H  0.58652  0.87902  -1.55061
H  0.47582  1.40044  1.54987
H  0.45190  2.83959  0.55056
H  2.02772  1.76426  0.70592
H  2.56792  0.72222  -1.03795
O  1.30704  -0.42863  -0.09698
S  3.69903  -1.25863  0.07835

Summary:
**E_LUMO**: 0.47 eV
**HOMO-LUMO gap**: 9.4 eV
**Charge**: 0
**Structure (SMILES)**: C/C=C/[C@@H](C)OC=S



B.
The following is a DFT calculation (wB97M-V/def2-TZVPD) of a cluster of 2 separate species, C6H10OS in total.

Element x y z (Å)
C  1.00860  -0.00189  -1.18235
C  -0.32887  0.09111  -1.23948
C  1.62302  0.42597  0.10337
C  -0.93917  0.62045  -0.07145
C  2.29796  -0.73487  0.82469
C  -2.35686  1.03282  0.04600
O  -1.48993  -1.64677  0.85655
S  0.21816  1.07636  1.09714
H  1.63762  -0.40178  -1.95687
H  -0.92124  -0.21252  -2.08658
H  2.32419  1.25501  -0.03093
H  2.68756  -0.41034  1.78607
H  3.12055  -1.11505  0.22098
H  1.57158  -1.52834  0.98002
H  -2.97615  0.43539  -0.61777
H  -2.46346  2.08786  -0.22116
H  -2.70240  0.90396  1.06945
H  -2.31118  -1.87735  0.42232

Summary:
**E_LUMO (alpha / beta)**: -0.80 / -0.85 eV
**HOMO-LUMO gap (alpha / beta)**: 7.1 / 6.5 eV
**Charge**: 0



The most stable of them is B.



A.
The following is a DFT calculation (wB97M-V/def2-TZVPD) of the molecule C6H10OS.

Element x y z (Å)
C  -0.57366  1.61531  -0.78101
C  0.84210  1.11256  -0.56000
C  0.93021  -0.13149  0.30723
C  -0.10816  -0.44497  1.42256
C  -0.28227  -1.86873  0.84270
C  0.58195  -1.46485  -0.33161
H  -2.25808  0.83362  -1.37401
H  -0.97923  2.01517  0.15309
H  -0.56586  2.42328  -1.53254
H  1.44493  1.94240  -0.11816
H  1.30257  0.87291  -1.54310
H  1.95317  -0.19437  0.70861
H  0.25327  -0.39531  2.45301
H  -1.01101  0.15198  1.33037
H  0.16372  -2.66760  1.41356
H  -1.30146  -2.16947  0.55680
O  -1.36564  0.52552  -1.21316
S  0.97345  -2.15595  -1.73434

Summary:
**E_LUMO**: 0.28 eV
**HOMO-LUMO gap**: 8.5 eV
**Charge**: 0
**Structure (SMILES)**: OCC[C@H]1CCC1=S



B.
The following is a DFT calculation (wB97M-V/def2-TZVPD) of the molecule C6H10OS.

Element x y z (Å)
C  -0.78925  -0.31517  0.69175
C  0.70800  -0.30719  1.12620
C  1.46868  0.74323  0.32414
C  1.38783  0.40077  -1.18253
C  -0.30092  -1.14784  -0.51872
C  0.81289  -1.68314  0.40086
H  -1.24796  1.36974  -0.81790
H  -1.36553  -0.95536  1.34180
H  0.92241  -0.24757  2.23234
H  2.50916  0.76510  0.62377
H  1.04961  1.69915  0.50285
H  1.42745  1.28784  -1.81080
H  2.25267  -0.24940  -1.44855
H  -1.00464  -1.82780  -1.02147
H  1.77484  -1.94644  -0.02399
H  0.47852  -2.50202  1.04470
O  0.19376  -0.29078  -1.52721
S  -1.75438  1.17431  0.40904

Summary:
**E_LUMO**: 0.89 eV
**HOMO-LUMO gap**: 9.7 eV
**Charge**: 0
**Structure (SMILES)**: S[C@@H]1[C@@H]2CCO[C@H]1C2



The most stable of them is B.



A.
The following is a DFT calculation (wB97M-V/def2-TZVPD) of a cluster of 2 separate species, C5H7N3 in total.

Element x y z (Å)
C  0.51045  1.40057  -0.37343
C  2.03742  -0.33537  0.12544
C  0.27871  -0.82629  -1.62012
C  -0.61050  -0.26645  1.19787
C  0.71826  -0.01485  -0.38327
N  0.11585  2.46287  -0.19320
N  3.04784  -0.71564  0.54013
N  -1.62076  0.63529  1.29674
H  0.95629  -0.69724  -2.51193
H  0.08425  -1.95648  -1.32494
H  -0.65768  -0.44424  -2.00731
H  -1.06176  -1.23045  1.16338
H  0.03555  -0.06470  2.09903
H  -1.38294  1.56673  1.38000
H  -2.45098  0.48625  0.61160

Summary:
**E_LUMO**: 0.55 eV
**HOMO-LUMO gap**: 9.9 eV
**Charge**: 0



B.
The following is a DFT calculation (wB97M-V/def2-TZVPD) of the molecule C5H7N3.

Element x y z (Å)
C  -1.31947  1.37040  0.06936
C  -2.56732  0.91521  0.07754
C  -0.19619  0.52857  -0.01361
C  1.01117  1.03632  -0.16016
C  0.48375  -1.84259  0.16748
N  -2.78397  -0.47898  -0.07486
N  -1.83175  -1.29234  -0.10469
N  -0.58672  -0.86429  -0.02656
H  -1.09126  2.45221  0.33366
H  -3.46668  1.50827  0.39267
H  2.04387  0.71524  0.06857
H  1.14195  2.07871  0.15146
H  0.99220  -1.87919  1.16310
H  -0.04028  -2.76030  -0.00433
H  1.29893  -1.57265  -0.67692

Summary:
**E_LUMO**: 0.51 eV
**HOMO-LUMO gap**: 8.7 eV
**Charge**: 0
**Structure (SMILES)**: C=C1C=CN=NN1C



C.
The following is a DFT calculation (wB97M-V/def2-TZVPD) of the molecule C5H7N3.

Element x y z (Å)
C  -2.16233  0.07347  -0.29384
C  0.11698  -0.73076  -0.18913
C  1.50630  -1.39430  0.03717
C  0.91370  1.36404  0.08902
C  0.13679  0.42475  0.74300
H  -2.91308  -0.90535  -0.12838
H  -1.80650  0.14268  -1.43989
H  -2.47606  1.25752  0.03167
H  -0.06965  -0.46262  -1.20355
H  1.84995  -2.48041  0.11214
H  1.01013  2.41826  -0.01669
H  0.44727  0.25555  1.82100
N  -1.06509  -0.39925  0.62521
N  2.39544  -0.46240  0.08630
N  2.11615  0.89882  -0.27404

Summary:
**E_LUMO**: 0.32 eV
**HOMO-LUMO gap**: 9.5 eV
**Charge**: 0
**Structure (SMILES)**: CN1[C@@H]2C=NN=C[C@H]21



The most stable of them is A.



A.
The following is a DFT calculation (wB97M-V/def2-TZVPD) of the molecule C5H7N3.

Element x y z (Å)
C  -2.30267  0.37630  0.69748
C  -1.33628  0.33747  -0.38352
C  0.09323  0.08671  -0.07969
C  1.11337  1.09571  -0.13345
C  0.85381  -1.01429  0.07799
H  -3.02873  1.12986  0.56128
H  -2.03553  0.16808  1.72139
H  -3.09432  -0.61430  -0.96988
H  -1.46562  0.93270  -1.31984
H  0.82353  2.19329  -0.12911
H  2.91192  -1.32417  0.28799
H  0.38224  -1.88603  0.27323
N  -2.35763  -0.74636  -0.30732
N  2.33953  0.67097  0.03794
N  2.15778  -0.76615  0.05538

Summary:
**E_LUMO**: 0.99 eV
**HOMO-LUMO gap**: 9.9 eV
**Charge**: 0
**Structure (SMILES)**: c1n[nH]cc1[C@@H]1CN1



B.
The following is a DFT calculation (wB97M-V/def2-TZVPD) of the molecule C5H7N3.

Element x y z (Å)
C  -2.17262  -0.67809  -0.07756
C  0.66440  1.46366  -0.24611
C  1.46245  0.46924  0.37488
C  1.81205  -0.87798  -0.56357
C  0.43286  -0.67833  0.37425
H  -2.84568  1.15995  -0.03166
H  -2.18952  -1.92495  0.03001
H  0.86099  2.54264  -0.00662
H  2.00986  0.81603  1.32787
H  2.74994  -1.35232  -0.07153
H  1.61465  -0.88513  -1.69269
H  0.39131  -1.09872  1.36365
N  -3.27021  0.22004  0.05678
N  -0.89518  -0.28502  -0.43556
N  -0.62528  1.10899  -0.40213

Summary:
**E_LUMO**: 0.30 eV
**HOMO-LUMO gap**: 9.1 eV
**Charge**: 0
**Structure (SMILES)**: [H]/N=C\N1N=C[C@@H]2C[C@@H]21



The most stable of them is A.